Record 1
78
Properties=species:S:1:pos:R:3:lowdin_charge:R:1 method="wB97M-V/def2-TZVPD" e_homo_ev="-12.8691 / -13.9385" gap_ev="7.53 / 4.40" lumo_energy_ev="-5.334 / -9.538" energy_ev=-52853.92666 s2=6.020 charge=+2 spin_multiplicity=5
Pd -1.06 -1.58 -0.31 0.66
P -0.05 2.67 -1.62 1.04
P -2.64 1.58 -0.71 0.80
C 0.68 3.08 -3.27 -0.21
C -1.24 -1.89 2.44 -0.16
C 0.07 -2.97 0.81 -0.29
C -4.29 1.45 -1.58 -0.29
C 0.92 -2.16 1.70 -0.16
C -0.09 4.48 -1.11 -0.21
C 2.39 -2.25 1.63 0.00
C 4.46 1.43 0.85 -0.07
C -1.80 2.43 -2.13 -0.56
C 1.97 3.53 1.91 -0.08
C 2.11 1.26 -0.06 -0.25
C -1.83 -4.11 -2.35 -0.10
C -3.07 3.21 0.16 -0.28
C 4.08 2.15 2.09 -0.17
C 0.12 -1.56 2.70 -0.17
C -0.67 -2.24 -3.31 -0.14
C -2.40 -1.41 3.22 -0.01
C 1.11 2.48 1.82 -0.14
C 3.47 3.52 1.74 -0.16
C -0.49 -2.95 -4.53 -0.06
C -1.31 -2.87 1.34 -0.27
C -2.35 -3.94 1.14 -0.01
C -1.53 -4.87 -3.51 -0.05
C 0.62 -0.80 3.91 0.00
C 0.62 -4.10 0.01 -0.01
C -1.28 -2.83 -2.24 -0.13
C 3.56 0.92 -0.01 -0.10
C 1.34 1.14 1.25 -0.23
C -0.93 -4.27 -4.63 -0.07
H -3.32 -1.95 2.99 0.09
H 3.33 1.64 2.62 0.08
H 3.87 4.27 2.43 0.12
H -2.61 -0.35 2.99 0.10
H -2.46 -4.55 -1.57 0.09
H -0.74 -4.86 -5.54 0.12
H 0.10 2.65 2.22 0.11
H 0.07 2.63 -4.05 0.06
H 1.94 2.29 -0.43 0.06
H -5.04 1.21 -0.81 0.05
H -0.48 5.05 -1.97 0.07
H -2.23 -1.47 4.30 0.10
H 0.35 0.75 0.99 0.07
H 1.69 0.59 -0.82 0.09
H 1.71 -0.85 3.95 0.08
H 0.70 4.18 -3.39 0.06
H -0.05 -2.42 -5.37 0.11
H 0.52 -3.79 -1.04 0.07
H 1.62 4.49 2.29 0.11
H 2.86 -1.58 0.89 0.09
H -2.20 3.62 0.68 0.01
H 2.70 -3.27 1.36 0.08
H 2.88 -2.06 2.59 0.10
H -1.80 1.77 -3.02 0.06
H -3.08 -3.96 1.97 0.09
H -2.23 3.42 -2.38 0.08
H 0.93 4.81 -0.84 0.07
H 5.54 1.36 0.73 0.12
H 3.83 0.13 -0.75 0.12
H 1.70 2.68 -3.34 0.06
H -2.87 -3.69 0.21 0.07
H -3.47 3.95 -0.55 0.06
H -0.70 4.65 -0.22 0.03
H -4.23 0.61 -2.28 0.04
H 4.94 2.32 2.76 0.13
H 0.11 -5.06 0.21 0.11
H 1.83 0.47 1.97 0.09
H -1.92 -4.96 1.08 0.10
H 0.26 -1.26 4.84 0.11
H -0.28 -1.24 -3.23 0.07
H -4.54 2.38 -2.12 0.06
H 0.33 0.27 3.89 0.10
H -3.81 2.95 0.91 0.04
H 3.84 3.86 0.74 0.13
H -1.81 -5.92 -3.50 0.11
H 1.69 -4.24 0.26 0.08

***

Record 2
93
Properties=species:S:1:pos:R:3:lowdin_charge:R:1 method="wB97M-V/def2-TZVPD" e_homo_ev=-7.1302 gap_ev=5.81 lumo_energy_ev=-1.320 energy_ev=-176912.01063
Te -0.90 1.02 0.72 0.73
Se 0.06 -1.92 -0.68 0.74
Ti 1.45 0.25 -0.28 0.63
Si -3.75 -1.91 0.34 0.34
Si -4.43 1.79 1.25 0.32
Si -3.25 0.92 -2.39 0.34
Si -3.17 0.33 -0.12 0.13
O 5.27 0.75 -4.45 0.15
O 2.68 1.48 0.37 -0.17
O 1.43 0.30 -2.21 -0.18
O 2.73 0.83 -3.95 0.10
O 7.06 0.02 -3.34 0.11
O 0.79 2.73 -1.44 -0.24
O 1.54 -0.46 1.61 -0.25
N 3.14 -5.48 -0.32 0.05
N 3.39 -0.85 -0.85 0.12
N 5.55 -0.87 -1.22 0.20
C 4.57 -1.17 -0.34 -0.29
C 2.47 -5.25 -1.44 -0.16
C 1.33 -3.34 -0.54 -0.60
C 4.53 2.46 3.92 -0.07
C 4.98 -0.30 -2.33 -0.05
C 0.90 4.01 -0.87 -0.14
C 3.66 1.40 3.88 -0.02
C 5.86 0.17 -3.44 -0.48
C -2.93 -2.48 1.93 -0.21
C 3.25 1.77 1.52 -0.28
C 2.01 -3.60 0.65 -0.14
C -4.98 0.57 -3.05 -0.21
C -5.63 -1.92 0.54 -0.22
C 4.14 2.86 1.57 0.01
C -1.97 -0.07 -3.36 -0.21
C 2.55 0.32 -2.85 -0.51
C 2.89 -4.66 0.70 -0.17
C 3.64 -0.31 -2.09 -0.11
C 1.72 -0.82 3.92 0.02
C 1.56 -4.21 -1.60 -0.11
C -3.76 3.55 1.20 -0.22
C 2.10 -0.09 2.67 -0.34
C 3.01 1.03 2.69 -0.09
C -6.22 1.83 0.66 -0.21
C -4.36 1.14 3.02 -0.22
C -2.87 2.76 -2.54 -0.21
C 4.82 -1.74 1.00 0.03
C -3.36 -3.07 -1.09 -0.23
C 4.77 3.19 2.75 -0.05
H -4.24 4.15 1.98 0.03
H 0.17 4.71 -1.30 0.08
H -1.83 0.36 -4.35 0.04
H 0.94 2.76 -2.40 0.09
H 2.59 -1.25 4.40 0.10
H -1.85 -2.49 1.79 0.00
H -3.26 -3.49 2.19 0.03
H 1.06 -4.07 -2.55 0.10
H -2.68 3.59 1.35 -0.01
H 1.26 -0.12 4.62 0.11
H 5.20 -0.97 1.68 0.09
H 4.32 3.41 0.65 0.12
H -6.13 -1.48 -0.32 0.02
H -4.74 1.89 3.72 0.03
H -5.75 1.00 -2.42 0.01
H -6.83 2.40 1.37 0.03
H 1.83 -2.99 1.52 0.08
H -1.99 3.02 -1.96 0.00
H -3.34 0.89 3.31 0.01
H 3.47 0.84 4.79 0.11
H 0.67 3.90 0.19 0.06
H -1.00 -0.07 -2.85 -0.02
H -4.97 0.25 3.14 0.02
H 5.03 2.73 4.84 0.11
H 2.66 -5.93 -2.27 0.10
H -6.65 0.84 0.57 0.01
H -5.17 -0.51 -3.11 0.02
H 5.55 -2.55 0.95 0.10
H 1.90 4.43 -0.97 0.08
H 3.43 -4.87 1.62 0.10
H -3.66 -4.09 -0.83 0.03
H 6.54 -1.02 -1.13 0.18
H 5.45 4.03 2.77 0.11
H -2.28 -1.11 -3.47 0.03
H -3.17 -1.81 2.76 0.02
H -3.92 -2.78 -1.99 0.02
H -3.98 4.03 0.24 0.02
H -2.68 3.04 -3.59 0.03
H -5.11 0.97 -4.06 0.03
H -2.30 -3.07 -1.34 -0.04
H 3.89 -2.14 1.40 0.05
H 1.01 -1.60 3.67 0.10
H 4.28 0.83 -4.31 0.06
H -3.70 3.37 -2.18 0.02
H -5.95 -1.36 1.43 0.01
H -6.00 -2.94 0.65 0.03
H -6.30 2.33 -0.31 0.02

***

Record 3
88
Properties=species:S:1:pos:R:3:lowdin_charge:R:1 method="wB97M-V/def2-TZVPD" e_homo_ev="-9.8613 / -11.2187" gap_ev="6.64 / 7.45" lumo_energy_ev="-3.220 / -3.768" energy_ev=-68384.29302 s2=2.012 charge=+1 spin_multiplicity=3
Au -0.27 -1.21 0.47 1.11
P 2.46 0.89 -0.62 0.47
P 0.27 0.49 -2.67 0.46
O -0.27 -0.66 -1.90 -0.33
O 1.63 0.01 0.26 -0.37
O 3.98 0.58 -0.48 -0.16
O 0.10 0.32 -4.22 -0.17
O -0.29 1.92 -2.38 -0.17
O 2.34 2.42 -0.35 -0.16
N -0.45 -1.65 2.69 -0.02
N -1.20 -2.58 2.98 0.11
C -3.82 1.26 2.07 -0.07
C -3.16 -0.01 1.51 -0.49
C -1.38 -2.91 0.57 -0.22
C -4.13 -0.75 0.59 -0.07
C 1.15 3.26 1.57 -0.03
C 4.58 -0.74 -0.20 -0.39
C 1.08 -1.91 -4.56 -0.05
C -1.72 -3.28 1.87 -0.29
C -1.42 -1.51 -4.75 -0.04
C -1.69 2.97 -4.06 -0.04
C 1.17 0.69 5.77 -0.07
C 2.01 0.77 -2.35 -0.19
C -2.06 3.33 -1.61 -0.03
C -2.58 -4.35 2.12 -0.01
C -2.75 -4.69 -0.25 -0.07
C 4.45 -1.06 1.27 -0.04
C -0.03 -0.96 -4.94 -0.40
C -1.88 0.37 0.81 -0.11
C 2.52 2.95 1.01 -0.42
C -0.45 -0.94 5.05 -0.02
C -3.10 -5.06 1.05 -0.07
C 4.00 -1.81 -1.11 -0.05
C -1.91 -3.62 -0.50 -0.11
C 0.10 -0.16 6.05 -0.06
C 1.69 0.75 4.49 -0.07
C 1.14 -0.03 3.48 -0.04
C -1.67 2.35 -2.68 -0.42
C 0.09 -0.87 3.77 -0.23
C 3.43 4.15 0.90 -0.03
H -4.38 -0.11 -0.27 0.08
H 2.96 4.92 0.29 0.09
H -0.32 -0.20 7.05 0.11
H -2.31 1.47 -2.65 0.14
H -1.28 -1.60 5.24 0.11
H 4.20 -1.60 -2.16 0.08
H 4.84 -0.24 1.88 0.09
H 3.41 -1.25 1.54 0.07
H -2.94 -0.66 2.37 0.11
H -5.05 -0.99 1.11 0.09
H -2.70 3.30 -4.30 0.10
H 1.00 -2.22 -3.52 0.08
H -4.73 1.02 2.61 0.08
H -1.89 2.93 -0.61 0.06
H 1.24 3.66 2.58 0.09
H -1.49 4.26 -1.71 0.09
H 1.53 0.01 2.47 0.06
H 0.10 -0.64 -5.98 0.15
H -1.54 -2.39 -5.38 0.09
H -4.08 1.95 1.26 0.08
H 2.53 1.40 4.28 0.10
H -3.77 -5.89 1.22 0.11
H -3.15 -5.26 -1.09 0.11
H 3.00 2.17 1.61 0.13
H -2.83 -4.60 3.14 0.12
H 5.04 -1.96 1.50 0.09
H 4.38 3.87 0.44 0.09
H -1.37 2.26 -4.82 0.07
H -2.17 -0.78 -5.03 0.09
H -1.67 -3.33 -1.51 0.09
H -1.03 3.84 -4.09 0.10
H 2.92 -1.92 -0.95 0.07
H -1.28 1.09 1.36 0.05
H 2.06 -1.47 -4.74 0.08
H 2.30 1.70 -2.84 0.10
H -3.15 1.79 2.76 0.08
H -3.70 -1.68 0.20 0.06
H 1.01 -2.81 -5.18 0.09
H 3.62 4.56 1.89 0.09
H -1.58 -1.81 -3.71 0.06
H 5.63 -0.58 -0.46 0.15
H -2.02 0.67 -0.23 0.04
H -3.12 3.58 -1.70 0.10
H 0.54 2.36 1.62 0.05
H 2.58 -0.05 -2.80 0.07
H 0.65 4.00 0.94 0.09
H 1.59 1.30 6.56 0.11
H 4.46 -2.77 -0.87 0.10